Formula: C3H8N2O
Source: the OMol25 dataset
Level of theory: ωB97M-V/def2-TZVPD

LUMO = 0.9321 eV
Kohn-Sham gap = 10.36 eV
Energy relative to the best compared isomer or geometry (same formula, charge and spin) = 3.6862 eV
E_HOMO = -0.3465 Eh
SMILES = [H]/N=C(/C)NCO
Electronic energy = -8265.640 eV

Geometry as XYZ:
```
14
Properties=species:S:1:pos:R:3:forces:R:3
O 0.6881 1.3123 -0.5555 -1.17 0.99 -0.47
H -0.9469 1.9681 0.7445 -0.24 0.11 -0.14
H -1.4314 1.9809 -1.0344 0.09 -0.04 0.21
N 0.5363 -0.4528 1.6816 1.06 0.74 -0.89
H 0.1908 0.3675 2.1687 -0.59 -0.24 0.10
H 1.6111 -2.0856 -0.0321 -0.09 0.14 0.01
C 0.6877 -1.6507 -0.4199 0.41 0.23 -0.08
H 1.2969 1.5782 0.1510 -0.54 0.44 -0.06
C 0.2617 -0.5134 0.4549 -3.77 -1.16 0.43
H -1.4638 -0.2963 -1.0071 0.34 -0.10 0.13
H 0.8565 -1.3126 -1.4406 -0.08 -0.04 0.00
C -0.9890 1.4333 -0.2028 3.43 0.56 0.02
N -1.2239 0.1040 -0.1042 1.24 -1.79 0.78
H -0.0740 -2.4328 -0.4042 -0.10 0.15 -0.04
```
Positions in Å, forces in eV/Å.



Formula: H8O4
Source: the OMol25 dataset
Level of theory: ωB97M-V/def2-TZVPD

LUMO = 0.4609 eV
Kohn-Sham gap = 11.58 eV
Energy relative to the best compared isomer or geometry (same formula, charge and spin) = 0.9020 eV
E_HOMO = -0.4084 Eh
SMILES = O.O.O.O
Electronic energy = -8319.774 eV

Geometry as XYZ:
```
12
Properties=species:S:1:pos:R:3:forces:R:3
H -3.6858 -16.4320 -15.5205 0.39 0.11 -0.05
H -2.8770 -17.3487 -17.7695 -0.58 0.26 -0.66
O -4.5190 -16.8964 -15.4727 -0.66 0.88 -1.11
O -2.2555 -17.5306 -17.0784 0.90 0.76 -0.31
H -1.7438 -19.7502 -13.9744 0.57 -0.56 0.89
H -4.4405 -17.4622 -14.7336 0.15 -1.01 1.24
H -2.5121 -18.3789 -16.7731 -0.25 -1.39 0.84
O -1.6203 -14.8957 -16.9225 0.73 0.46 0.23
H -1.6067 -15.8525 -16.9737 0.01 -0.35 0.05
H -2.5132 -14.6391 -17.1108 -0.65 0.23 -0.16
O -2.0217 -19.1377 -14.6297 -0.96 0.53 -1.20
H -1.5018 -18.3380 -14.5767 0.36 0.10 0.26
```
Positions in Å, forces in eV/Å.



Formula: C7H13N5O2S
Source: the OMol25 dataset
Level of theory: ωB97M-V/def2-TZVPD

LUMO = 0.4676 eV
Kohn-Sham gap = 8.80 eV
E_HOMO = -0.3063 Eh
Electronic energy = -29843.673 eV

Geometry as XYZ:
```
28
Properties=species:S:1:pos:R:3:forces:R:3
N 0.2849 1.2460 0.0811 0.37 0.60 -0.35
C -1.8949 1.8846 1.1049 0.33 0.96 -0.77
H 3.2463 -0.1539 0.2689 -2.30 1.20 -0.11
C -0.6397 1.2631 1.0379 1.40 -1.89 2.39
N 1.3092 0.6023 0.6115 -0.34 -1.86 0.54
O -0.6507 -2.0039 0.2329 -1.72 -0.61 0.61
H -2.6230 -2.7390 1.4310 0.02 -0.65 0.58
C 2.2208 -0.1636 -2.3902 1.09 0.00 -1.04
C -3.0943 -1.8371 1.1164 -1.81 -1.55 -3.35
H 1.9824 0.3939 -3.3262 -0.31 -0.89 0.46
N -2.7963 2.5731 1.2498 -0.87 0.20 0.19
H 1.8981 1.7820 -1.5648 0.89 -0.28 0.16
C -0.1624 0.5317 2.1601 -1.28 0.58 0.33
H 3.6955 1.2002 -1.4205 -1.70 0.07 -0.93
O -1.7243 0.4857 -1.7833 -0.58 -0.90 -0.70
H -1.0508 1.0745 -1.4198 0.12 -0.05 0.26
H -4.2161 -1.9083 0.9770 1.36 -0.45 -0.29
H 1.3767 -0.7391 -1.9751 0.28 0.06 -0.70
H 1.7973 -0.3465 2.4518 1.61 -1.04 0.83
N -2.3609 -0.0710 -0.6364 -0.45 1.68 0.36
H -3.0076 -1.0523 1.7520 1.14 2.52 1.68
S -2.2526 -1.5890 -0.5194 1.28 -0.92 1.02
H -0.7119 0.5327 3.1044 0.43 -0.48 -0.38
H 0.0717 -1.6990 -0.2997 0.39 0.34 -0.85
C 2.5798 0.9193 -1.4059 1.50 1.09 0.41
C 1.0761 0.0337 1.8261 -2.04 2.68 -1.11
N 2.5138 0.5710 -0.0168 2.50 -0.76 0.23
H 3.1330 -0.7913 -2.6477 -1.33 0.35 0.54
```
Positions in Å, forces in eV/Å.



Formula: C6H9NO2S
Source: the OMol25 dataset
Level of theory: ωB97M-V/def2-TZVPD

LUMO = 0.1342 eV
Kohn-Sham gap = 8.64 eV
Energy relative to the best compared isomer or geometry (same formula, charge and spin) = 5.5222 eV
E_HOMO = -0.3127 Eh
SMILES = CC1=CS[C@H](C)[C@H]1[N+](=O)[O-]
Electronic energy = -22782.889 eV

Geometry as XYZ:
```
19
Properties=species:S:1:pos:R:3:forces:R:3
C -0.1917 -1.3208 -0.6611 0.29 3.92 3.08
H 2.4679 2.3748 0.9878 -1.37 -0.29 -0.16
H 0.7580 2.2510 1.5200 -1.81 1.68 1.04
H -0.1268 -0.5336 1.4805 0.21 1.29 -0.57
H 0.8701 1.5268 -0.7823 -1.17 0.97 -0.49
H -1.8239 -2.9100 -0.7436 0.94 2.53 -0.66
C 1.5767 1.7103 1.2308 3.37 0.18 -3.12
O -1.5882 1.7389 -0.2233 -0.47 1.27 -0.97
C 0.9623 -1.3570 -1.2667 0.14 2.61 2.75
H -2.2310 -1.1908 -0.1862 0.76 -1.26 -0.97
H -1.7318 -1.3434 -1.8612 -0.80 -0.58 -0.71
O -2.3303 0.2051 1.1038 -0.75 0.52 0.10
C -1.5308 -1.7555 -0.8868 -2.93 -2.20 0.93
H 1.1933 -2.0815 -1.8992 1.12 -2.97 -3.03
C 1.1000 0.8784 0.0167 -1.12 -0.44 2.66
N -1.4685 0.7669 0.4492 1.70 -1.57 1.55
H 2.0119 1.1711 2.0050 0.11 -1.59 1.53
S 2.2403 -0.2100 -0.8275 0.32 -1.09 0.24
C -0.1575 0.0793 0.5441 1.46 -2.97 -3.20
```
Positions in Å, forces in eV/Å.



What did the second record say?
Formula: H8O4
Source: the OMol25 dataset
Level of theory: ωB97M-V/def2-TZVPD

LUMO = 0.4609 eV
Kohn-Sham gap = 11.58 eV
Energy relative to the best compared isomer or geometry (same formula, charge and spin) = 0.9020 eV
E_HOMO = -0.4084 Eh
SMILES = O.O.O.O
Electronic energy = -8319.774 eV

Geometry as XYZ:
```
12
Properties=species:S:1:pos:R:3:forces:R:3
H -3.6858 -16.4320 -15.5205 0.39 0.11 -0.05
H -2.8770 -17.3487 -17.7695 -0.58 0.26 -0.66
O -4.5190 -16.8964 -15.4727 -0.66 0.88 -1.11
O -2.2555 -17.5306 -17.0784 0.90 0.76 -0.31
H -1.7438 -19.7502 -13.9744 0.57 -0.56 0.89
H -4.4405 -17.4622 -14.7336 0.15 -1.01 1.24
H -2.5121 -18.3789 -16.7731 -0.25 -1.39 0.84
O -1.6203 -14.8957 -16.9225 0.73 0.46 0.23
H -1.6067 -15.8525 -16.9737 0.01 -0.35 0.05
H -2.5132 -14.6391 -17.1108 -0.65 0.23 -0.16
O -2.0217 -19.1377 -14.6297 -0.96 0.53 -1.20
H -1.5018 -18.3380 -14.5767 0.36 0.10 0.26
```
Positions in Å, forces in eV/Å.



The highest electronic energy belongs to which entry?
C3H8N2O



Repeat the fourth record exactly.
Formula: C6H9NO2S
Source: the OMol25 dataset
Level of theory: ωB97M-V/def2-TZVPD

LUMO = 0.1342 eV
Kohn-Sham gap = 8.64 eV
Energy relative to the best compared isomer or geometry (same formula, charge and spin) = 5.5222 eV
E_HOMO = -0.3127 Eh
SMILES = CC1=CS[C@H](C)[C@H]1[N+](=O)[O-]
Electronic energy = -22782.889 eV

Geometry as XYZ:
```
19
Properties=species:S:1:pos:R:3:forces:R:3
C -0.1917 -1.3208 -0.6611 0.29 3.92 3.08
H 2.4679 2.3748 0.9878 -1.37 -0.29 -0.16
H 0.7580 2.2510 1.5200 -1.81 1.68 1.04
H -0.1268 -0.5336 1.4805 0.21 1.29 -0.57
H 0.8701 1.5268 -0.7823 -1.17 0.97 -0.49
H -1.8239 -2.9100 -0.7436 0.94 2.53 -0.66
C 1.5767 1.7103 1.2308 3.37 0.18 -3.12
O -1.5882 1.7389 -0.2233 -0.47 1.27 -0.97
C 0.9623 -1.3570 -1.2667 0.14 2.61 2.75
H -2.2310 -1.1908 -0.1862 0.76 -1.26 -0.97
H -1.7318 -1.3434 -1.8612 -0.80 -0.58 -0.71
O -2.3303 0.2051 1.1038 -0.75 0.52 0.10
C -1.5308 -1.7555 -0.8868 -2.93 -2.20 0.93
H 1.1933 -2.0815 -1.8992 1.12 -2.97 -3.03
C 1.1000 0.8784 0.0167 -1.12 -0.44 2.66
N -1.4685 0.7669 0.4492 1.70 -1.57 1.55
H 2.0119 1.1711 2.0050 0.11 -1.59 1.53
S 2.2403 -0.2100 -0.8275 0.32 -1.09 0.24
C -0.1575 0.0793 0.5441 1.46 -2.97 -3.20
```
Positions in Å, forces in eV/Å.